Entry 1:
The following is a quantum chemistry calculation of a cluster of 2 separate species, C2H4N2S2 in total at a distorted geometry, from the Open Molecules 2025 dataset.

Summary:
relative energy (zero: lowest compared OMol25 entry of this formula, charge and spin) = 3.9594 eV
SMILES = SN1CS1.C#N
multiplicity = 1
Kohn-Sham gap = 0.3138 hartree
maximum force = 0.0620 Eh/bohr

Element x y z (Å)
S -0.83865 -1.67677 0.27572
N -0.61319 -0.02285 0.78407
C -1.80445 0.77018 0.92718
S -0.66082 1.37498 -0.28369
H 0.30420 -1.52720 -0.51759
H -2.75984 0.49838 0.59355
H -1.87948 1.30472 1.92541
C 2.77274 -0.19939 -1.15004
N 1.86101 -0.81448 -0.88908
H 3.61848 0.29244 -1.66553

Entry 2:
The following is a quantum chemistry calculation of a structure of composition C29H38N2O2OsP3 at a distorted geometry, from the Open Molecules 2025 dataset.

Summary:
relative energy (zero: lowest compared OMol25 entry of this formula, charge and spin) = 1.1945 eV
charge = +3
multiplicity = 5
Kohn-Sham gap (alpha / beta) = 0.2352 / 0.1671 hartree
maximum force = 0.1155 Eh/bohr

Element x y z (Å)
Os 0.13748 0.77465 0.31497
P -1.93038 0.16852 -0.23250
C -2.16830 0.88277 -1.96678
C -0.84141 1.41793 -2.52243
N 0.25449 1.37631 -1.72383
C 1.49478 1.52173 -2.23845
C 1.67045 2.20390 -3.42726
C 0.56076 2.44080 -4.20867
C -0.68799 1.97737 -3.78136
C 2.59900 1.06691 -1.32962
P 2.03466 -0.33261 -0.21332
H -1.58071 1.97205 -4.39198
H 2.68495 2.59412 -3.62232
H 0.66505 2.99855 -5.13099
H 3.43540 0.65224 -1.88441
H 2.98223 1.86353 -0.68026
H -2.58013 -0.03983 -2.46432
H -3.01102 1.66705 -1.95357
H -1.12168 -2.60059 -3.90638
O -1.51990 -2.57399 -4.79054
H -2.48507 -2.66582 -4.60422
H -0.10031 -2.72734 -0.27879
O -0.01518 -3.25458 -1.07460
H 0.02302 -4.17566 -0.80067
C 2.48093 -1.78311 -1.27362
H 3.40978 -1.56331 -1.81207
H 2.65473 -2.67730 -0.66260
H 1.71000 -2.02824 -2.00917
C 3.34920 -0.44350 1.06786
H 3.14686 -1.31222 1.70559
H 4.33283 -0.56496 0.59874
H 3.34878 0.45473 1.69260
C -3.02974 1.46935 0.44575
H -3.91498 1.53900 -0.19823
H -3.29091 1.26205 1.48584
H -2.46425 2.40458 0.38344
C -3.06856 -1.30909 -0.17082
H -3.38340 -1.53031 0.85979
H -3.99434 -1.14119 -0.75253
H -2.64458 -2.23124 -0.58832
N -0.10365 -0.01983 2.01517
P -0.00028 0.50806 3.56325
C 1.55044 1.35718 3.83327
C 2.60355 0.68944 4.49150
C 3.84853 1.30160 4.63015
C 4.06410 2.57595 4.08698
C 3.05082 3.20506 3.36242
C 1.81016 2.58824 3.20462
C -1.50700 1.40995 3.88794
C -2.66365 0.65957 4.17142
C -3.85215 1.32697 4.49218
C -3.86638 2.72900 4.45323
C -2.74084 3.46704 4.07646
C -1.54210 2.80839 3.78311
C -0.05880 -0.86356 4.72464
C -0.11683 -2.21428 4.34380
C -0.17716 -3.19047 5.34613
C -0.16945 -2.80318 6.69385
C -0.09001 -1.45704 7.06154
C -0.02626 -0.47782 6.08231
H 2.44825 -0.31936 4.87668
H 4.65761 0.81030 5.17571
H 5.02642 3.07869 4.21550
H 3.20811 4.19536 2.92641
H 1.06771 3.04296 2.54752
H -2.61290 -0.42894 4.20410
H -4.74026 0.77482 4.80930
H -4.77243 3.27442 4.73404
H -2.77055 4.56330 4.05908
H -0.63544 3.34388 3.52081
H -0.11160 -2.47648 3.28265
H -0.24057 -4.23460 5.05030
H -0.22340 -3.56635 7.46247
H -0.07459 -1.16667 8.11424
H 0.06201 0.57651 6.36736

Entry 3:
The following is a quantum chemistry calculation of a structure of composition C9H8N4O4 at a distorted geometry, from the Open Molecules 2025 dataset.

Summary:
multiplicity = 1
Kohn-Sham gap = 0.3284 hartree
maximum force = 0.0978 Eh/bohr

Element x y z (Å)
O -2.17012 0.23079 -4.81802
O -3.17796 -1.03008 -3.54010
N 0.86373 -0.80280 2.34607
N 2.78884 -0.34479 1.39826
O 3.05497 -1.56292 2.07205
O 0.39260 2.11537 1.92638
C 1.78314 -1.69093 2.57199
C 1.56375 -0.03584 1.54209
C -1.87446 -0.12911 -1.25245
C -0.63207 1.42345 -2.65111
C -1.09586 0.05785 -0.10391
C 0.19530 1.57278 -1.53746
C -1.66284 0.41531 -2.56683
C -0.02346 0.94087 -0.31537
N 1.13503 -2.57991 3.38465
N -2.34460 -0.13537 -3.70682
C 0.98792 1.24846 0.86816
H 0.06820 1.48280 2.57135
H -2.57883 -0.94868 -1.06892
H -0.20322 1.95309 -3.53574
H -1.39492 -0.34531 0.91739
H 1.08718 2.26175 -1.59605
H 0.14996 -2.34391 3.58477
H 1.34140 -3.57256 3.16719
H 1.74634 1.81969 0.34243

Entry 4:
The following is a quantum chemistry calculation of the molecule C8H11N at a distorted geometry, from the Open Molecules 2025 dataset.

Summary:
relative energy (zero: lowest compared OMol25 entry of this formula, charge and spin) = 3.6834 eV
SMILES = C=CNC1(C)C=CC=C1
multiplicity = 1
Kohn-Sham gap = 0.3243 hartree
maximum force = 0.1119 Eh/bohr

Element x y z (Å)
C -0.83451 2.09209 -0.89263
C -1.57467 1.40123 0.09122
N -1.33556 0.02292 0.43177
C -0.10914 -0.63414 0.19901
C -0.29561 -1.77540 1.21747
C 1.07871 0.44432 0.57234
C 1.95969 0.38403 -0.31961
C 1.44761 -0.62206 -1.37581
C 0.22977 -1.16062 -1.14026
H 0.06435 1.63225 -1.36650
H -1.05059 3.15971 -1.01369
H -2.48573 1.71001 0.52903
H -1.65410 -0.10096 1.44374
H -0.98103 -2.43778 0.59581
H -1.00226 -1.21488 2.19314
H 0.81893 -2.07514 1.61964
H 1.14548 0.85546 1.54693
H 2.88433 0.84578 -0.32247
H 1.99706 -0.57898 -2.39304
H -0.30271 -1.94783 -1.61609